Entry 1:
{
  "formula": "C8H12CaN4O5S4",
  "method": "ωB97M-V/def2-TZVPD",
  "symbols": ["Ca", "S", "S", "S", "S", "O", "O", "O", "O", "O", "N", "N", "N", "N", "C", "C", "C", "C", "C", "C", "C", "C", "H", "H", "H", "H", "H", "H", "H", "H", "H", "H", "H", "H"],
  "coordinates": [[-0.108, -0.663, 0.089], [0.161, 3.909, -1.864], [4.024, -1.176, -2.554], [-0.298, 0.235, 3.444], [-2.345, -1.865, -0.414], [-1.106, -2.459, -1.026], [0.569, 0.031, 2.206], [-3.552, -2.579, -0.694], [-1.991, -1.761, 1.054], [-2.340, -0.425, -0.869], [1.784, -0.641, -1.464], [-1.853, 2.448, -0.705], [2.157, -2.932, -1.579], [0.220, 1.474, -1.114], [1.610, 3.003, -2.133], [-0.577, 2.501, -1.168], [3.547, 0.483, -2.430], [2.533, -1.647, -1.809], [1.448, 1.735, -1.691], [-1.883, 0.815, 2.849], [2.327, 0.571, -1.852], [-0.809, -1.402, 3.959], [2.674, -3.669, -2.024], [-2.258, 1.506, -0.718], [-1.715, 1.777, 2.368], [-1.278, -1.913, 3.116], [2.455, 3.447, -2.630], [-2.525, 0.950, 3.720], [0.084, -1.920, 4.300], [1.154, -3.084, -1.507], [-2.303, 0.082, 2.157], [-2.475, 3.185, -0.990], [4.174, 1.267, -2.817], [-1.505, -1.287, 4.792]],
  "nbo_charge": [1.79, 0.39, 0.39, 1.24, 2.55, -1.14, -1.09, -0.96, -1.16, -1.15, -0.63, -0.81, -0.80, -0.61, -0.44, 0.28, -0.46, 0.27, 0.10, -0.85, 0.19, -0.83, 0.40, 0.46, 0.24, 0.29, 0.25, 0.24, 0.24, 0.44, 0.29, 0.39, 0.25, 0.23],
  "mol_weight_g_mol": 412.553,
  "relative_energy_ev": 0.062,
  "e_homo_ev": -8.423
}

Entry 2:
{
  "formula": "C41H54F11O34P",
  "method": "ωB97M-V/def2-TZVPD",
  "symbols": ["P", "F", "F", "F", "F", "F", "F", "F", "F", "F", "F", "F", "O", "O", "O", "O", "O", "O", "O", "O", "O", "O", "O", "O", "O", "O", "O", "O", "O", "O", "O", "O", "O", "O", "O", "O", "O", "O", "O", "O", "O", "O", "O", "O", "O", "O", "C", "C", "C", "C", "C", "C", "C", "C", "C", "C", "C", "C", "C", "C", "C", "C", "C", "C", "C", "C", "C", "C", "C", "C", "C", "C", "C", "C", "C", "C", "C", "C", "C", "C", "C", "C", "C", "C", "C", "C", "C", "H", "H", "H", "H", "H", "H", "H", "H", "H", "H", "H", "H", "H", "H", "H", "H", "H", "H", "H", "H", "H", "H", "H", "H", "H", "H", "H", "H", "H", "H", "H", "H", "H", "H", "H", "H", "H", "H", "H", "H", "H", "H", "H", "H", "H", "H", "H", "H", "H", "H", "H", "H", "H", "H"],
  "coordinates": [[1.206, -1.371, 4.665], [1.711, -0.475, -3.149], [0.665, 0.515, -7.984], [-1.736, -6.591, -4.691], [-1.236, -1.879, -3.943], [-4.633, 4.366, -4.730], [2.582, -0.377, 4.311], [10.008, 2.381, 2.969], [-4.861, 5.405, -8.297], [6.124, -1.370, 0.051], [2.675, 9.785, 3.499], [-9.897, -8.388, -0.837], [8.306, -1.541, 4.141], [-3.089, -3.112, -4.267], [3.056, 1.729, 0.846], [-1.370, 0.688, -7.014], [5.144, 7.841, 4.914], [2.409, 5.030, 4.575], [-5.078, -4.082, -3.825], [0.362, 0.264, -0.054], [-2.237, 3.756, -6.795], [5.008, 1.321, 1.896], [8.798, 0.512, 3.354], [4.867, 9.888, 4.042], [-6.449, -8.317, 1.956], [-1.806, -0.212, -0.493], [-0.761, 1.239, -4.933], [-3.905, -4.518, 3.177], [-0.287, -0.282, -2.127], [0.745, -4.937, -1.404], [-2.315, 4.530, -2.183], [-4.410, -2.287, -2.644], [-8.415, -8.503, 0.866], [-0.841, -5.638, -2.846], [-2.771, 5.804, -7.532], [4.455, 0.151, 0.062], [-3.161, 3.047, -3.641], [9.981, -0.358, 5.053], [1.275, -5.374, -3.542], [-1.414, 2.481, -2.341], [-0.857, 5.478, -6.386], [-6.805, -7.162, 0.064], [1.207, 3.273, 4.836], [6.811, 9.340, 5.043], [-2.914, 0.797, -5.375], [-1.431, -2.239, 4.480], [8.965, -0.569, 4.183], [1.544, 0.125, -0.856], [0.414, 1.148, 5.508], [3.833, 9.076, 3.509], [1.570, 2.122, 5.596], [-7.147, -8.025, 1.053], [10.614, 0.876, 4.695], [3.777, 7.929, 4.484], [-5.294, -4.289, 1.214], [-3.164, -1.566, -2.575], [-3.019, -3.437, 3.107], [5.720, 9.050, 4.705], [6.009, 0.303, 1.726], [-3.558, 3.669, -7.350], [-7.859, -7.176, -0.905], [1.001, 0.266, -2.252], [-3.306, 5.219, -2.950], [3.237, 3.210, 3.455], [-9.030, -7.657, -0.089], [-4.189, -5.078, 1.916], [-2.418, -3.234, 4.480], [9.514, 1.587, 3.949], [5.842, -0.065, 0.275], [-4.277, -3.246, -3.592], [0.628, -1.080, 2.934], [-0.878, -5.628, -4.260], [-0.069, 1.248, -7.110], [-0.217, -2.567, 5.110], [-2.211, 3.274, -2.684], [-0.687, -0.076, -0.844], [0.766, -0.240, 6.054], [4.071, 1.129, 0.932], [-1.790, 0.897, -5.733], [0.547, -5.955, -4.629], [2.267, 3.916, 4.345], [-1.854, 5.056, -6.855], [-2.596, -1.822, -3.949], [0.428, -5.283, -2.485], [0.444, 1.116, -5.700], [-4.121, 4.075, -3.500], [-3.610, 4.891, -8.228], [-5.270, -3.238, 1.466], [11.476, 0.673, 4.059], [2.270, 0.895, -0.609], [3.139, 8.148, 5.341], [-3.226, 4.744, -9.239], [-3.239, -2.882, 5.101], [-0.142, 2.274, -7.471], [-2.219, -3.584, 2.387], [-2.083, -4.189, 4.873], [-3.887, 5.891, -2.324], [-4.287, 3.701, -6.547], [0.137, 1.104, 4.464], [0.895, 0.140, -5.515], [-0.089, -0.596, 6.598], [-3.302, -5.151, 1.301], [0.526, -2.015, 2.410], [2.104, -2.428, 4.906], [1.372, -0.488, 2.434], [1.581, -0.222, 6.765], [4.087, 8.789, 2.487], [4.238, 3.276, 3.843], [3.447, 7.000, 4.031], [0.926, 1.293, -2.611], [3.260, 3.762, 2.529], [-2.820, 5.796, -3.739], [7.000, 0.687, 1.950], [8.840, 2.168, 4.581], [-2.555, -1.979, -1.777], [-3.321, -0.511, -2.386], [2.503, 1.675, 5.277], [-3.599, -2.545, 2.882], [5.794, -0.532, 2.394], [0.100, -3.571, 4.805], [-4.551, -6.081, 2.096], [10.944, 1.416, 5.578], [6.416, 0.551, -0.419], [-8.014, -6.186, -1.327], [-6.249, -4.685, 1.530], [2.968, 2.204, 3.198], [-4.928, 3.740, -2.847], [0.848, -5.520, -5.578], [-1.223, -4.654, -4.607], [-3.688, 2.743, -7.906], [-5.226, -4.437, 0.148], [-0.345, -2.623, 6.194], [-9.578, -6.866, 0.426], [1.686, 2.398, 6.640], [-0.399, 1.599, 6.052], [0.727, -7.031, -4.658], [1.993, -0.856, -0.682], [1.158, 1.892, -5.435], [-0.282, -0.507, 2.895], [-2.924, -1.110, -4.704], [-7.605, -7.867, -1.709]],
  "mulliken_charge": [0.73, -0.35, -0.34, -0.34, -0.27, -0.29, -0.31, -0.28, -0.30, -0.30, -0.28, -0.29, -0.47, -0.36, -0.52, -0.34, -0.30, -0.46, -0.56, -0.28, 0.11, -0.31, -0.24, -0.31, -0.49, -0.61, 0.23, -0.38, 0.50, -0.50, -0.37, -0.40, -0.32, -0.26, -0.36, -0.24, -0.26, -0.33, -0.33, -0.42, -0.51, -0.22, -0.33, -0.50, -0.63, -0.20, 0.59, -0.28, -0.36, 0.34, -0.69, 0.61, -0.45, -0.17, -0.85, 0.01, -0.20, 0.64, -0.24, -0.34, -0.42, 0.27, -0.38, -0.48, 0.31, -0.18, -0.82, 0.28, 0.22, 0.45, -1.05, 0.76, 0.45, -1.23, 0.47, 0.41, -1.13, 0.79, 0.49, -0.45, 0.34, 0.44, 0.74, 0.64, -0.71, 0.18, 0.29, 0.42, 0.28, 0.18, 0.21, 0.29, 0.16, 0.19, 0.28, 0.45, 0.31, 0.21, 0.04, 0.29, 0.52, 0.29, 0.65, -0.05, 0.01, 0.55, 0.28, 0.35, 0.10, 0.12, 0.39, 0.25, 0.12, 0.30, 0.24, 0.08, 0.42, 0.21, 0.24, 0.57, 0.24, 0.28, 0.30, 0.28, 0.15, 0.01, 0.28, 0.30, -0.09, 0.31, 0.23, 0.47, 0.29, 0.30, 0.48, 0.28, 0.12, 0.38, 0.45, 0.01, 0.25],
  "mol_weight_g_mol": 1330.801,
  "smiles": "CCOCCOC[PH](C)(F)CCCOC(C)=O.O=C1OC[C@@H](F)O1.O=C1OC[C@@H](F)O1.O=C1OC[C@@H](F)O1.O=C1OC[C@@H](F)O1.O=C1OC[C@@H](F)O1.O=C1OC[C@@H](F)O1.O=C1OC[C@@H](F)O1.O=C1OC[C@@H](F)O1.O=C1OC[C@@H](F)O1.O=C1OC[C@@H](F)O1",
  "e_homo_ev": -9.224
}

Entry 3:
{
  "formula": "C29H59F12N14O25S12",
  "method": "ωB97M-V/def2-TZVPD",
  "symbols": ["S", "S", "S", "S", "S", "S", "S", "S", "S", "S", "S", "S", "F", "F", "F", "F", "F", "F", "F", "F", "F", "F", "F", "F", "O", "O", "O", "O", "O", "O", "O", "O", "O", "O", "O", "O", "O", "O", "O", "O", "O", "O", "O", "O", "O", "O", "O", "O", "O", "N", "N", "N", "N", "N", "N", "N", "N", "N", "N", "N", "N", "N", "N", "C", "C", "C", "C", "C", "C", "C", "C", "C", "C", "C", "C", "C", "C", "C", "C", "C", "C", "C", "C", "C", "C", "C", "C", "C", "C", "C", "C", "C", "H", "H", "H", "H", "H", "H", "H", "H", "H", "H", "H", "H", "H", "H", "H", "H", "H", "H", "H", "H", "H", "H", "H", "H", "H", "H", "H", "H", "H", "H", "H", "H", "H", "H", "H", "H", "H", "H", "H", "H", "H", "H", "H", "H", "H", "H", "H", "H", "H", "H", "H", "H", "H", "H", "H", "H", "H", "H", "H"],
  "coordinates": [[-3.285, 1.709, -1.586], [3.563, 5.181, -2.060], [3.538, -0.949, 5.327], [-1.194, -6.713, -6.526], [-4.249, 0.129, -3.125], [-0.880, -5.650, 0.314], [1.985, 6.330, -0.803], [-1.702, -5.555, 2.505], [2.361, 1.283, -3.504], [-1.191, -5.382, -4.655], [2.229, -0.929, -4.415], [1.138, -0.548, 5.344], [-3.623, -1.170, -3.737], [4.462, -1.970, 4.540], [-2.010, -7.964, -6.959], [-0.987, -5.333, 3.971], [0.178, -4.664, -0.482], [5.140, 4.993, -2.199], [1.086, -2.031, -4.253], [-1.976, 2.705, -1.752], [-0.143, -1.475, 4.873], [2.023, 7.775, -0.041], [1.387, 2.522, -2.967], [-2.401, -4.533, -3.997], [3.069, 1.919, -4.584], [-0.410, -4.385, -5.361], [-4.389, 2.658, -1.771], [1.040, 6.505, -1.922], [-0.570, -6.040, -3.485], [-1.168, -5.951, -7.785], [-0.094, 2.923, -5.830], [3.167, -1.571, -3.549], [-2.883, -4.691, 2.652], [0.915, -0.377, 6.794], [-2.163, -5.265, -0.219], [0.972, 0.583, 4.440], [3.198, 5.268, -3.471], [3.306, 3.950, -1.358], [1.655, 5.418, 0.259], [-4.953, -0.475, -1.952], [3.125, 0.960, -2.282], [-0.368, -6.986, 0.038], [2.383, -0.817, -5.866], [3.844, -1.146, 6.735], [-3.066, 1.074, -0.247], [-0.031, -7.382, -6.083], [3.953, 0.281, 4.698], [-1.837, -7.036, 2.494], [-5.133, 0.660, -4.165], [3.384, 6.593, -1.112], [-2.227, -6.309, -5.609], [-7.774, -4.666, 1.070], [1.989, 4.932, 5.250], [1.307, 0.336, -3.808], [2.327, -1.660, 4.764], [3.342, -1.608, 0.058], [0.110, 0.194, 0.429], [-6.138, -3.929, -0.198], [-2.892, 0.751, -2.972], [-0.476, -4.947, 1.760], [-1.016, 0.943, -4.848], [5.194, -0.363, 0.453], [-0.859, -1.475, -0.794], [-0.781, -1.870, 0.509], [2.418, 4.857, 3.744], [-7.489, -3.818, 0.015], [-0.323, 4.678, 6.161], [-5.592, -4.587, 0.855], [0.712, 1.473, 0.712], [-1.396, -2.157, -1.959], [-9.157, -4.916, 1.372], [-0.345, -0.164, -0.800], [-0.238, -0.842, 1.263], [2.421, -2.493, -0.690], [0.263, 3.254, 5.901], [-5.502, -3.348, -1.260], [4.432, -0.984, -0.538], [-1.092, 2.369, -5.384], [3.907, 4.312, 3.486], [-2.496, 3.070, -5.579], [4.237, 4.204, 1.974], [-1.310, -0.167, -5.886], [1.799, 3.541, 5.886], [-0.284, 2.609, 1.182], [3.009, 5.819, 6.030], [6.403, 0.338, 0.208], [-5.040, -4.421, -2.285], [4.695, -0.767, 1.722], [3.518, -1.493, 1.419], [6.348, 1.801, -0.102], [-6.621, -5.063, 1.697], [0.586, 5.631, 5.413], [7.322, 2.285, -0.172], [0.684, 6.615, 5.871], [3.947, 5.299, 6.222], [-1.302, 2.314, 0.927], [1.727, -1.781, -1.137], [0.071, 2.534, 6.696], [-0.480, -0.218, -6.592], [-2.718, 3.161, -6.643], [-1.419, -1.101, -5.335], [3.870, 5.055, 1.401], [2.592, 5.991, 7.022], [2.415, 5.901, 3.430], [-1.687, -1.432, -2.718], [-4.543, -4.720, 1.073], [0.148, 5.934, 4.462], [4.671, -1.039, -1.589], [-6.263, -2.702, -1.698], [3.125, 6.780, 5.529], [5.864, 2.017, -1.054], [-0.695, -2.869, -2.396], [5.255, -0.585, 2.628], [1.836, -3.107, -0.005], [-0.300, 5.107, 7.163], [-4.004, -4.624, -2.010], [-0.274, 2.786, 2.258], [2.191, 2.715, 5.293], [-9.741, -4.041, 1.087], [-3.286, 2.567, -5.021], [2.835, -1.876, 2.163], [-2.536, 4.111, -5.260], [-4.952, -4.050, -3.306], [4.683, 4.999, 3.824], [6.891, -0.191, -0.611], [-1.730, 1.007, -4.138], [-6.644, -5.652, 2.601], [-1.191, -2.836, 0.765], [2.184, 3.608, 6.903], [-4.700, -2.722, -0.871], [-2.219, 0.202, -6.361], [1.595, 4.415, 3.182], [5.786, 2.423, 0.595], [4.069, 3.372, 4.014], [-1.363, 4.754, 5.844], [5.300, 4.061, 1.775], [-0.374, 0.441, -1.694], [2.960, -3.088, -1.427], [1.567, 1.254, 1.352], [-0.147, 3.485, 0.548], [-9.472, -5.772, 0.774], [-0.168, 0.769, -4.328], [1.336, 1.705, -0.151], [7.010, 0.180, 1.099], [-0.102, 2.809, 4.975], [3.654, 3.434, 1.468], [-8.254, -3.455, -0.655], [-0.066, -0.694, 2.319], [-2.375, -2.557, -1.695], [-5.659, -5.318, -2.323], [-9.292, -5.153, 2.428]],
  "mulliken_charge": [1.00, 1.13, 0.91, 0.99, 0.88, 0.86, 0.97, 0.97, 0.12, 1.02, 0.70, 1.03, -0.19, -0.31, -0.32, -0.35, -0.24, -0.35, -0.05, -0.24, -0.32, -0.39, -0.33, -0.05, -0.64, -0.45, -0.65, -0.63, -0.55, -0.69, -0.45, -0.54, -0.62, -0.61, -0.43, -0.37, -0.58, -0.24, -0.38, -0.64, -0.01, -0.58, -0.61, -0.63, -0.53, -0.59, -0.45, -0.60, -0.72, -0.42, -0.29, 0.15, 0.74, -0.18, -0.19, 0.57, 1.48, 0.43, -0.29, -0.11, 1.71, 0.49, 1.26, -0.79, -1.03, -0.36, -0.65, -0.27, -0.33, 0.75, -0.85, -1.41, -0.95, -0.75, -0.35, -0.40, -0.63, 0.71, -0.35, -0.99, -1.08, -0.88, -0.18, -0.57, -1.23, -0.76, -1.03, -0.79, -0.20, -0.46, -0.66, -0.67, 0.49, 0.40, 0.35, 0.22, -0.25, 0.51, 0.31, 0.34, 0.31, 0.22, 0.54, 0.52, -0.90, 0.60, 0.27, 0.49, 0.19, 0.33, 0.27, 0.41, 0.53, 0.43, 0.34, 0.12, -0.24, -0.10, 0.33, 0.19, 0.64, 0.35, 0.34, 0.37, 0.38, -0.04, 0.50, 0.66, 0.38, 0.44, 0.41, 0.31, -0.27, 0.35, 0.37, 0.52, 0.58, 0.43, 0.54, 0.28, 0.34, -0.05, -0.28, 0.38, -0.04, 0.07, 0.38, 0.60, -0.37, 0.47, 0.33],
  "mol_weight_g_mol": 1616.644,
  "total_charge": -1,
  "relative_energy_ev": 0.000,
  "e_homo_ev": -6.735
}